Record 1
73
Properties=species:S:1:pos:R:3 method="wB97M-V/def2-TZVPD" mol_weight_g_mol=821.21 homo_lumo_gap_ha=0.30137 total_charge=+2 max_force_ha_per_bohr=0.0590 spin_multiplicity=1 e_tot_ev=-87588.104 e_lumo_ha=-0.212 relative_energy_kj_mol=47.95
Hf -0.487 -0.721 0.079
C 3.318 -1.517 0.837
C 2.532 -0.580 1.707
C 3.096 0.051 2.791
C 2.306 0.878 3.590
C 0.966 1.054 3.313
C 0.438 0.387 2.214
N 1.230 -0.383 1.419
N -0.875 0.395 1.765
Si -2.271 0.224 2.878
C -1.849 -0.953 4.238
C -3.611 -0.444 1.755
C -2.810 1.880 3.514
H 3.854 -2.238 1.455
H 4.064 -0.971 0.257
H 2.665 -2.066 0.163
H 4.139 -0.116 3.023
H 2.747 1.376 4.444
H 0.326 1.675 3.925
H -1.419 -1.877 3.849
H -2.760 -1.214 4.782
H -1.148 -0.522 4.957
H -3.557 -1.529 1.636
H -3.588 0.027 0.769
H -4.598 -0.232 2.174
H -1.981 2.491 3.884
H -3.506 1.740 4.347
H -3.334 2.450 2.742
F -0.246 -5.832 0.043
C -0.052 -4.998 1.039
F -0.019 -5.623 2.188
F 1.069 -4.314 0.849
S -1.494 -3.785 1.097
O -0.810 -2.449 1.196
O -2.342 -4.133 2.168
N -2.168 -3.876 -0.344
S -1.690 -2.773 -1.321
O -2.216 -1.420 -0.992
O -0.232 -2.623 -1.403
C -2.380 -3.224 -2.985
F -3.680 -3.310 -2.884
F -2.019 -2.236 -3.779
F -1.837 -4.356 -3.352
O -1.053 0.992 -1.070
C -1.518 2.155 -1.179
C -1.702 3.078 -0.025
C -0.583 4.150 -0.235
C 0.671 3.674 -1.021
C 0.565 3.736 -2.564
C -0.360 2.683 -3.191
N -1.609 2.692 -2.397
H -1.565 2.529 0.902
H -2.690 3.541 -0.022
H -0.278 4.503 0.749
H -1.005 5.013 -0.754
H 0.956 2.664 -0.703
H 1.499 4.320 -0.730
H 1.561 3.649 -3.007
H 0.197 4.729 -2.840
H 0.057 1.680 -3.134
H -0.588 2.906 -4.230
H -2.058 3.599 -2.402
C 3.910 -1.741 -3.063
N 3.016 -0.569 -3.079
C 3.235 0.454 -4.115
C 2.071 -0.445 -2.201
N 1.227 -0.335 -1.415
H 4.932 -1.416 -2.877
H 3.859 -2.241 -4.029
H 3.600 -2.432 -2.284
H 4.250 0.840 -4.030
H 2.529 1.270 -3.985
H 3.098 0.010 -5.099

=====

Record 2
68
Properties=species:S:1:pos:R:3 method="wB97M-V/def2-TZVPD" mol_weight_g_mol=547.53 homo_lumo_gap_ha=0.33658 total_charge=-1 max_force_ha_per_bohr=0.3017 spin_multiplicity=1 e_tot_ev=-63472.006 e_lumo_ha=0.077 relative_energy_kj_mol=150.69
F 0.184 0.204 0.090
C 1.398 -2.779 1.896
C 1.211 -3.283 0.516
C 2.212 -2.678 -0.439
O 3.181 -3.658 -0.671
C 2.790 -4.762 -0.124
O 3.400 -5.873 -0.318
O 1.705 -4.657 0.642
H 2.382 -2.703 1.999
H 0.719 -3.365 2.470
H 0.814 -1.817 1.767
H 0.205 -3.283 0.192
H 2.588 -1.716 -0.148
H 1.658 -2.363 -1.269
C 3.776 0.699 0.346
C 3.265 1.301 -1.006
C 2.540 2.661 -0.921
O 3.016 3.190 -2.113
C 4.186 2.645 -2.458
O 4.872 3.236 -3.254
O 4.374 1.504 -1.943
H 4.304 1.481 1.010
H 4.440 -0.119 0.123
H 2.862 0.390 0.843
H 2.438 0.522 -1.382
H 2.734 3.311 -0.358
H 1.324 2.446 -1.070
C -1.056 4.524 -2.175
C -2.132 3.630 -1.537
C -1.584 2.685 -0.369
O -2.565 2.943 0.623
C -3.290 3.905 0.349
O -3.996 4.549 1.239
O -2.946 4.450 -0.733
H -0.425 4.005 -2.915
H -0.494 5.165 -1.492
H -1.612 5.414 -2.765
H -2.738 2.821 -2.274
H -0.529 2.897 0.060
H -1.600 1.603 -0.793
C -1.399 -0.636 -3.745
C -0.865 -1.662 -2.880
C -1.859 -2.600 -2.151
O -1.617 -3.878 -2.644
C -0.447 -3.857 -3.447
O 0.074 -4.794 -3.906
O -0.154 -2.555 -3.637
H -0.596 0.104 -4.106
H -2.002 -0.096 -3.129
H -2.080 -0.625 -4.658
H -0.023 -1.158 -2.362
H -2.878 -2.161 -2.409
H -1.786 -2.345 -1.107
C -1.391 0.865 3.265
C -1.799 -0.498 2.619
C -1.931 -1.557 3.702
S -2.504 -0.595 5.136
O -1.855 -1.218 6.249
O -3.930 -0.447 5.072
C -1.782 0.902 4.753
H -1.665 1.683 2.620
H -0.162 0.657 3.126
H -1.213 -0.923 1.791
H -2.784 -0.232 2.223
H -0.876 -1.969 3.932
H -2.702 -2.322 3.584
H -0.903 1.099 5.393
H -2.468 1.714 5.107

=====

Record 3
56
Properties=species:S:1:pos:R:3 method="wB97M-V/def2-TZVPD" mol_weight_g_mol=332.49 smiles=COc1ccc(CN2CCN(CC3CC3)C[C@@H]2CCO)c(C)c1C homo_lumo_gap_ha=0.32836 total_charge=0 max_force_ha_per_bohr=0.0127 spin_multiplicity=1 e_tot_ev=-28333.282 e_lumo_ha=0.029 relative_energy_kj_mol=257.39
C -7.038 -0.465 1.280
O -6.170 -0.753 0.215
C -4.924 -0.181 0.215
C -4.458 0.657 1.216
C -3.188 1.197 1.122
C -2.357 0.914 0.052
C -2.814 0.052 -0.950
C -4.098 -0.482 -0.878
C -4.619 -1.379 -1.964
H -4.484 -0.916 -2.941
H -5.675 -1.574 -1.809
H -4.089 -2.331 -1.964
C -1.938 -0.293 -2.118
H -2.215 0.304 -2.987
H -0.898 -0.105 -1.873
H -2.048 -1.341 -2.384
C -0.996 1.563 -0.011
N 0.074 0.580 0.009
C 0.132 -0.173 1.244
C 1.108 -1.334 1.088
N 2.414 -0.829 0.717
C 2.313 -0.121 -0.545
H 3.300 0.239 -0.828
C 1.379 1.081 -0.386
C 2.011 2.106 0.580
H 1.226 2.682 1.074
H 2.583 1.565 1.333
C 2.929 3.099 -0.124
O 4.074 2.436 -0.620
H 4.650 3.080 -1.043
H 2.386 3.586 -0.949
H 3.230 3.879 0.592
H 1.253 1.554 -1.368
H 1.922 -0.780 -1.341
C 3.424 -1.870 0.692
C 4.810 -1.284 0.550
C 5.518 -1.290 -0.770
C 5.980 -2.194 0.332
H 5.786 -3.251 0.234
H 6.911 -1.969 0.829
H 5.016 -1.740 -1.614
H 6.127 -0.439 -1.032
H 4.962 -0.421 1.185
H 3.243 -2.601 -0.119
H 3.359 -2.407 1.645
H 1.189 -1.871 2.037
H 0.713 -2.031 0.325
H 0.444 0.454 2.097
H -0.867 -0.563 1.452
H -0.906 2.129 -0.944
H -0.918 2.281 0.824
H -2.843 1.856 1.906
H -5.070 0.903 2.069
H -7.261 0.606 1.343
H -7.957 -1.010 1.066
H -6.632 -0.807 2.238

=====

Record 4
63
Properties=species:S:1:pos:R:3 method="wB97M-V/def2-TZVPD" mol_weight_g_mol=718.08 s_squared=2.041 homo_lumo_gap_ha="0.19328 / 0.25168" total_charge=-1 max_force_ha_per_bohr=0.0056 spin_multiplicity=3 e_tot_ev=-46931.220 e_lumo_ha="0.090 / 0.087" relative_energy_kj_mol=0.00
W -0.047 -0.319 -1.014
O 5.237 -0.003 0.781
C 4.332 0.012 -0.085
C 3.885 1.231 -0.856
O 4.326 2.359 -0.796
C 2.699 0.817 -1.681
C 2.473 -0.498 -1.492
O 1.452 -1.203 -2.005
C 3.426 -1.050 -0.451
O 3.268 -2.177 0.053
O 1.929 1.679 -2.378
C -3.553 1.614 0.928
C -2.608 0.704 0.219
N -1.316 1.020 0.019
O -0.982 2.253 0.605
C -2.906 -0.567 -0.274
C -4.164 -1.365 -0.187
N -1.782 -1.022 -0.841
O -1.324 -2.200 -1.289
H -3.601 2.589 0.440
H -3.236 1.789 1.959
H -4.551 1.178 0.941
H -0.057 2.375 0.357
H -5.007 -0.855 -0.658
H -4.440 -1.585 0.847
H -4.011 -2.313 -0.702
C 0.244 2.850 -4.227
C -0.274 1.648 -3.430
C -0.112 0.379 -4.269
C -1.758 1.872 -3.119
C 0.507 1.545 -2.098
H -0.310 2.947 -5.165
H 1.303 2.738 -4.454
H 0.116 3.773 -3.656
H -0.588 0.506 -5.245
H -0.574 -0.491 -3.788
H 0.942 0.144 -4.420
H -2.307 2.057 -4.046
H -1.893 2.737 -2.465
H -2.212 1.009 -2.626
H 0.249 2.465 -1.555
C 2.213 1.108 2.456
C 2.235 -0.415 2.550
Sb 0.625 -1.271 1.453
C 0.833 -3.385 1.531
C 0.951 -3.949 2.941
C -1.000 -0.981 2.836
C -0.583 -0.799 4.292
H 3.044 1.536 3.017
H 1.281 1.535 2.839
H 2.334 1.435 1.421
H 2.136 -0.754 3.583
H 3.156 -0.824 2.139
H 1.717 -3.584 0.927
H -0.037 -3.778 1.001
H 1.814 -3.533 3.465
H 1.080 -5.034 2.912
H 0.061 -3.743 3.540
H -1.655 -1.847 2.716
H -1.557 -0.114 2.480
H -0.003 -1.647 4.663
H -1.457 -0.691 4.939
H 0.031 0.093 4.422